w) Here is the molecule C7H7F from the Open Molecules 2025 dataset. Energies are from ωB97M-V with the def2-TZVPD basis set.

Each line ends with the Mulliken charge.
Atoms and positions in Å:
1 C 2.0778 -1.3802 0.0858  -1.457
2 C 0.7443 -0.6377 -0.1405  0.622
3 C -0.5994 -1.0598 -0.1458  -0.803
4 C -1.4589 0.0341 0.0196  0.758
5 C -0.8139 1.2305 0.0573  -1.114
6 C 0.6984 0.7920 -0.1242  0.493
7 C 1.9075 1.5282 0.0242  -0.688
8 H 2.0441 -2.4335 0.3251  0.336
9 H 2.4149 -0.9398 1.0727  0.378
10 H 2.8083 -1.2392 -0.7230  0.338
11 H -0.9436 -2.0559 -0.0210  0.413
12 H -1.1864 2.1748 0.0693  0.483
13 H 2.0185 2.6030 -0.0127  0.314
14 H 2.7862 0.8250 0.0653  0.208
15 F -2.8085 -0.2197 0.0629  -0.279

Properties
gap between HOMO and LUMO = 0.289 Eh
molar mass = 110.13 g/mol
HOMO = -8.340 eV
2S+1 = 1
total charge = 0
SMILES string = C=C1C=C(F)C=C1C

***

x) Here is the molecule C7H7F from the Open Molecules 2025 dataset. Energies are from ωB97M-V with the def2-TZVPD basis set.

Each line ends with the Mulliken charge.
Atoms and positions in Å:
1 C -1.4149 0.1718 -0.2489  0.340
2 C -1.2289 1.1143 0.6894  -0.668
3 C 0.0081 1.4016 1.3151  -0.618
4 C 1.0539 1.6787 1.8689  0.304
5 C -0.4877 -0.7921 -0.8884  0.025
6 C 0.9551 -0.4490 -1.1883  -0.585
7 C 0.6355 -1.4395 -0.1249  -0.614
8 H -2.1061 1.6775 1.0061  0.343
9 H 1.9889 1.9045 2.3774  0.372
10 H -0.9916 -1.3970 -1.6169  0.437
11 H 1.3109 0.5420 -0.8804  0.227
12 H 1.3810 -0.7890 -2.1250  0.249
13 H 0.7525 -1.1700 0.8960  0.271
14 H 0.8055 -2.5011 -0.3381  0.233
15 F -2.6625 0.0471 -0.7421  -0.318

Properties
gap between HOMO and LUMO = 0.359 Eh
molar mass = 110.13 g/mol
HOMO = -8.667 eV
2S+1 = 1
total charge = 0
SMILES string = C#C/C=C(/F)C1CC1

***

From most stable to least stable, the computed energies give w), x).